Entry 1:
Molecular formula: C13H25BrN4O3
Method: DFT, ωB97M-V with the def2-TZVPD basis set

```
! RIJCOSX wB97M-V def2-TZVPD def2/J DEFGRID3
* xyz 0 1
C -2.531 -0.523 1.311
O -1.272 -0.382 1.981
C -0.449 -1.581 1.795
C 0.136 -1.492 0.312
C 1.611 -2.085 0.133
C 2.554 -1.246 -0.833
C 2.182 -1.334 -2.382
C 0.818 -0.620 -2.760
N -0.353 -1.258 -3.293
C -1.270 -0.139 -3.387
N -2.542 -0.291 -3.820
N -0.610 1.024 -2.920
C -1.328 2.342 -2.855
C -0.537 3.468 -2.045
C -0.993 3.598 -0.512
Br 0.122 2.454 0.675
N 0.660 0.781 -2.534
H -3.104 0.460 1.471
H -3.169 -1.371 1.735
H -2.451 -0.650 0.178
H -1.203 -2.450 1.801
H 0.327 -1.711 2.609
H -0.535 -2.011 -0.450
H 0.206 -0.370 0.063
H 2.101 -2.052 1.173
H 1.596 -3.192 -0.161
H 3.612 -1.683 -0.733
H 2.653 -0.146 -0.538
H 3.002 -0.757 -2.945
H 2.193 -2.397 -2.793
H -2.958 0.405 -4.444
H -3.153 -1.056 -3.513
H -2.367 2.172 -2.401
H -1.472 2.691 -3.927
H -0.781 4.471 -2.547
H 0.593 3.372 -2.084
H -2.103 3.353 -0.391
H -0.885 4.705 -0.243
H 1.389 1.389 -2.154
C 1.370 -0.243 5.700
C 1.608 -1.659 6.225
O 0.822 -2.041 7.125
O 2.567 -2.267 5.686
H 0.525 0.233 6.204
H 2.260 0.370 5.864
H 1.158 -0.279 4.627
*
```

Properties
Max |F| = 0.1153 hartree/bohr
Energy above the lowest of the compared OMol25 structures with the same formula, charge and spin = 167.30 kcal per mole
HOMO-LUMO gap = 0.1397 Eh

---

Entry 2:
Molecular formula: C13H25CeIP2
Method: DFT, ωB97M-V with the def2-TZVPD basis set

```
! RIJCOSX wB97M-V def2-TZVPD def2/J DEFGRID3
* xyz 2 1
C -3.946 2.358 -4.086
C -5.106 1.556 -3.504
H -3.939 3.374 -3.685
H -4.044 2.446 -5.172
H -2.976 1.900 -3.872
H -4.929 1.270 -2.465
H -6.027 2.143 -3.536
H -5.285 0.642 -4.076
Ce -0.827 -0.239 -1.051
C -2.876 -1.019 -1.597
H -3.536 -0.505 -0.882
H -3.099 -2.070 -1.657
H -3.037 -0.576 -2.583
I 0.255 0.614 -3.586
C 1.078 2.504 0.181
P 0.754 0.930 1.012
C -0.159 0.891 2.535
C 2.395 0.454 1.669
C 3.496 1.158 2.180
C 4.749 0.528 2.119
C 4.891 -0.740 1.569
C 3.768 -1.537 1.290
C 2.503 -0.925 1.356
P 0.858 -1.720 1.387
C 1.203 -2.987 2.560
C -0.163 -2.689 0.014
H 0.181 3.142 0.224
H 1.433 2.367 -0.883
H 1.833 2.916 0.882
H -0.326 -0.160 2.894
H 0.489 1.501 3.207
H -1.103 1.388 2.357
H 3.461 2.155 2.632
H 5.628 1.048 2.471
H 5.895 -1.110 1.331
H 3.900 -2.558 0.915
H 1.563 -2.556 3.507
H 0.236 -3.474 2.723
H 1.963 -3.669 2.159
H -1.223 -2.314 0.038
H 0.279 -2.728 -0.994
H -0.213 -3.709 0.415
*
```

Properties
Max |F| = 0.0320 hartree/bohr
Energy above the lowest of the compared OMol25 structures with the same formula, charge and spin = 76.07 kcal per mole
HOMO-LUMO gap (alpha / beta) = 0.2265 / 0.2248 Eh

---

Entry 3:
Molecular formula: C13H25Cl15
Method: DFT, ωB97M-V with the def2-TZVPD basis set

```
! RIJCOSX wB97M-V def2-TZVPD def2/J DEFGRID3
* xyz 1 2
Cl 1.420 0.969 4.315
C 0.946 -0.573 5.140
C 1.519 -1.788 4.414
Cl 3.304 -1.768 4.148
H -0.143 -0.588 5.192
H 1.222 -0.616 6.194
H 1.085 -1.856 3.416
H 1.254 -2.728 4.899
Cl 1.151 2.326 -1.446
C 2.743 3.145 -1.968
C 2.991 3.027 -3.475
Cl 4.547 3.825 -3.761
H 3.585 2.842 -1.346
H 2.619 4.179 -1.646
H 2.277 3.608 -4.059
H 3.054 1.952 -3.641
Cl 2.265 -3.315 -3.564
C 2.021 -1.579 -3.697
C 0.557 -1.305 -4.033
Cl 0.274 0.394 -4.277
H 2.672 -1.148 -4.458
H 2.261 -1.153 -2.723
H -0.060 -1.596 -3.182
H 0.200 -1.825 -4.922
Cl 0.075 -4.750 -1.270
C -1.141 -5.259 -0.109
C -1.179 -4.362 1.141
Cl 0.244 -4.426 2.217
H -0.914 -6.284 0.183
H -2.121 -5.286 -0.586
H -2.115 -4.627 1.632
H -1.270 -3.331 0.797
Cl -3.421 -1.227 -4.623
C -3.684 -0.192 -3.129
C -4.673 0.964 -3.446
Cl -6.305 0.328 -3.452
H -2.718 0.156 -2.764
H -3.981 -0.921 -2.374
H -4.451 1.495 -4.371
H -4.647 1.839 -2.796
Cl -0.084 4.283 6.471
C 0.491 4.437 4.801
C -0.499 3.799 3.807
Cl 0.266 3.284 2.324
H 1.484 4.018 4.638
H 0.509 5.513 4.623
H -1.194 4.575 3.486
H -1.059 2.945 4.188
C -0.247 -0.151 0.617
Cl 1.338 -0.959 0.348
Cl -1.068 -0.756 2.031
Cl -1.287 -0.440 -0.755
H -0.114 0.906 0.852
*
```

Properties
Max |F| = 0.0304 hartree/bohr
HOMO-LUMO gap (alpha / beta) = 0.3489 / 0.0725 Eh